1.
DFT (wB97M-V/def2-TZVPD) results for a structure of composition C24H49Cl39GaO at a distorted geometry.

- E_HOMO (hartree) = -0.203
- HOMO-LUMO gap (Ha) = 0.24633

```
! RIJCOSX wB97M-V def2-TZVPD def2/J DEFGRID3
* xyz -1 1
C 0.97061 -1.92012 -1.07586
C 0.02019 -1.23894 -0.08688
Cl -0.62589 0.25254 -0.91190
C -1.13967 -2.15702 0.32061
Ga -1.56840 -2.35802 2.31255
O -1.95786 -0.74845 3.18382
C -0.12273 -3.48547 3.27590
Cl 0.03089 -4.99105 2.25441
C 1.26269 -2.90880 3.61963
C 2.39759 -3.24315 2.65921
Cl 1.23037 -1.11641 3.79320
H 1.56641 -2.65298 -0.52597
H 1.62441 -1.20083 -1.56814
H 0.38466 -2.46452 -1.81654
H 0.60924 -0.90972 0.76960
H -2.04404 -1.85806 -0.20821
H -0.91410 -3.17270 -0.02417
H -2.92624 -3.23670 2.39993
H -1.45915 -0.04455 2.76464
H -0.56716 -3.85433 4.19467
H 1.56132 -3.28207 4.60080
H 2.25404 -2.76923 1.68833
H 3.31493 -2.82194 3.07990
H 2.54996 -4.31289 2.56857
C -0.93706 3.32693 1.19708
Cl -0.42410 1.92428 2.12659
Cl -2.60876 3.19225 0.63327
H -0.85273 4.21053 1.81907
H -0.29957 3.40760 0.32324
C -3.88591 -2.64394 6.26531
Cl -4.91268 -4.04376 5.91922
Cl -2.17550 -3.06849 6.32917
H -4.01599 -1.91330 5.47418
H -4.17614 -2.24005 7.22749
C 0.64905 -8.37269 2.33220
Cl 1.02802 -9.19400 3.85356
Cl -0.58678 -9.23663 1.40124
H 0.24736 -7.38923 2.53531
H 1.55022 -8.30723 1.73454
C -6.25439 3.51542 2.11392
Cl -6.51571 3.04399 3.79629
Cl -7.58184 2.99995 1.06188
H -6.18285 4.59526 2.06709
H -5.33970 3.05639 1.76024
C 2.39323 6.13826 0.30299
Cl 2.50838 5.67325 2.00442
Cl 1.41709 5.00538 -0.63393
H 1.93069 7.11647 0.24648
H 3.39472 6.15991 -0.11252
C 1.10289 8.98627 -2.42657
Cl 0.91294 9.48446 -0.72998
Cl 0.20420 7.51033 -2.77161
H 0.73738 9.78535 -3.05876
H 2.15187 8.79929 -2.61463
C 1.61662 9.94930 -6.51828
Cl 2.70443 9.17745 -5.35464
Cl 0.12804 10.53718 -5.75836
H 2.13260 10.79151 -6.96064
H 1.35843 9.22184 -7.27471
C -2.58352 4.64812 -3.25999
Cl -4.17058 4.55451 -2.47730
Cl -1.46000 3.43393 -2.65002
H -2.71981 4.48733 -4.32255
H -2.17327 5.63288 -3.06929
C -2.64628 -12.15527 3.04477
Cl -4.37750 -12.16096 3.39784
Cl -2.03030 -13.78261 2.72020
H -2.47469 -11.54178 2.16896
H -2.11895 -11.75253 3.90097
C 3.84244 11.13613 0.65246
Cl 5.18200 9.98086 0.68219
Cl 4.18709 12.54479 -0.35895
H 2.98885 10.61626 0.23761
H 3.65249 11.47337 1.66406
C -1.16147 -9.56870 -2.12025
Cl -0.94344 -8.53626 -3.53455
Cl -2.74350 -10.36278 -2.11054
H -0.39304 -10.33254 -2.13014
H -1.08297 -8.95852 -1.22936
C -3.69826 -14.03929 -3.22766
Cl -3.42150 -14.08355 -1.48530
Cl -4.85430 -15.27132 -3.75652
H -4.09194 -13.06403 -3.48759
H -2.75549 -14.21798 -3.72994
C -2.70612 -6.33497 0.32495
Cl -4.47232 -6.41765 0.35689
Cl -2.08172 -6.09101 -1.31624
H -2.38181 -5.50957 0.95097
H -2.31528 -7.28351 0.67704
C 3.87855 9.55305 -9.79480
Cl 2.15659 9.14916 -9.68929
Cl 4.33620 10.90895 -8.75972
H 4.44907 8.68232 -9.49560
H 4.09533 9.82349 -10.82083
C 4.16707 -7.50180 4.78714
Cl 5.53158 -8.44477 4.16527
Cl 4.14279 -5.85583 4.14746
H 3.24824 -7.98906 4.48356
H 4.24703 -7.45398 5.86633
C 5.69737 4.77507 3.69315
Cl 7.19005 3.85322 3.47519
Cl 5.76087 6.34523 2.88381
H 4.87597 4.20758 3.27072
H 5.54811 4.94173 4.75278
C -7.69783 2.91146 -3.19155
Cl -9.20567 2.91447 -2.26989
Cl -7.93048 3.51569 -4.83942
H -6.98310 3.55048 -2.68812
H -7.32792 1.89497 -3.24550
C 7.64931 7.71564 -1.62989
Cl 5.91571 7.72788 -1.96737
Cl 8.61271 7.41205 -3.08105
H 7.92497 8.68503 -1.23173
H 7.85216 6.93049 -0.91160
*
```

Results of the Löwdin charge analysis, in e, for atoms 1 through 2:
1 C -0.153
2 C -0.778

=====

2.
DFT (wB97M-V/def2-TZVPD) results for a cluster of 3 separate species, C4H12NO2 in total at a distorted geometry.

- E_HOMO (hartree) = -0.524
- HOMO-LUMO gap (Ha) = 0.35965
- energy relative to the best compared isomer or geometry (same formula, charge and spin) (kcal per mole) = 87.1

```
! RIJCOSX wB97M-V def2-TZVPD def2/J DEFGRID3
* xyz 1 1
C 0.44557 -1.05465 2.14939
C -0.31984 -1.10777 0.89302
C -0.96451 -2.17128 0.55750
C -1.08061 1.16774 0.33168
N -0.43422 0.10029 0.06133
H 1.47587 -1.30172 2.11057
H 0.26745 -0.02836 2.55817
H 0.04237 -1.63234 2.98378
H -1.56362 -2.54059 -0.29224
H -0.57339 -3.14958 0.97418
H -0.84270 2.22148 0.11136
H -2.07959 1.01050 0.85335
H 0.41239 0.22132 -0.57083
H -0.47440 2.62654 -2.03432
H -1.68369 1.83091 -2.64286
O -1.22432 1.98995 -1.83644
H 3.77855 0.37114 -1.00008
H 2.87413 0.42674 -2.30806
O 2.83963 0.28977 -1.25879
*
```

Results of the Löwdin charge analysis, in e, for atoms 1 through 2:
1 C -0.032
2 C -0.364

=====

3.
DFT (wB97M-V/def2-TZVPD) results for a structure of composition C13H17FN2O2 at a distorted geometry.

- E_HOMO (hartree) = -0.330
- HOMO-LUMO gap (Ha) = 0.19773
- energy relative to the best compared isomer or geometry (same formula, charge and spin) (kcal per mole) = 124.0

```
! RIJCOSX wB97M-V def2-TZVPD def2/J DEFGRID3
* xyz 0 1
C 4.65485 -2.73418 -0.47105
C 3.92735 -3.09091 -1.74434
O 3.04704 -1.98886 -2.06997
C 2.00696 -2.32471 -2.89282
C 1.30578 -1.15183 -3.25808
C 0.18849 -1.27182 -4.01108
N -0.82933 -1.29317 -4.62234
O 1.72897 -3.47106 -3.21354
H 5.51381 -3.39645 -0.34564
H 4.99797 -1.69416 -0.48340
H 3.98775 -2.87276 0.38709
H 4.62741 -3.21118 -2.58324
H 3.32182 -3.99581 -1.62469
H 1.58792 -0.09952 -2.67604
C -0.10667 -0.48213 2.11650
C -1.12700 0.58247 1.83433
N -1.38112 0.87551 0.56108
F 1.86046 0.81049 -3.26502
C -2.29165 1.80147 0.26841
C -2.55387 2.08948 -1.18151
C -2.98747 2.50465 1.27200
C -2.72561 2.23263 2.61813
C -3.44234 2.97800 3.70973
C -1.78050 1.23911 2.89523
H -0.00216 -0.61298 3.19729
H -0.39657 -1.44439 1.67466
H 0.87176 -0.21084 1.69922
H -3.40014 2.77649 -1.27580
H -1.67731 2.55153 -1.65495
H -2.77904 1.17097 -1.73804
H -3.71864 3.25285 0.97047
H -3.11286 2.63038 4.69426
H -3.25933 4.05999 3.65341
H -4.52948 2.83517 3.64408
H -1.52726 0.95558 3.91565
*
```

Results of the Löwdin charge analysis, in e, for atoms 1 through 2:
1 C -0.066
2 C -0.210

=====

4.
DFT (wB97M-V/def2-TZVPD) results for a cluster of 3 separate species, C20H48N3O12P2 in total at a distorted geometry.

- E_HOMO (hartree) = -0.437
- HOMO-LUMO gap (Ha) = 0.24540

```
! RIJCOSX wB97M-V def2-TZVPD def2/J DEFGRID3
* xyz 1 1
C 0.19694 4.78310 -8.30636
C -0.40701 4.59911 -6.85075
O -1.10820 3.34818 -6.81878
C -0.64723 2.48474 -5.79289
C -0.84638 1.00567 -6.34770
O -0.77824 -0.00965 -5.34195
C 0.35793 0.13190 -4.51172
N 0.87325 -1.15213 -3.99484
C 2.26118 -1.42925 -4.25463
N 2.81349 -2.15049 -5.21434
N 2.93213 -0.76171 -3.15864
O 4.30707 -0.89602 -3.13542
C 2.26772 -1.48081 -2.01054
C 0.76438 -1.26735 -2.52187
O -0.05370 -2.30920 -2.01106
H -0.56408 5.28661 -8.95262
H 0.44639 3.76059 -8.69863
H 1.12004 5.41679 -8.27738
H -1.09882 5.47511 -6.68208
H 0.41311 4.68102 -6.08969
H -1.23083 2.57684 -4.82710
H 0.44450 2.63506 -5.53632
H -1.88193 0.99422 -6.78753
H -0.12963 0.87115 -7.20042
H 0.10975 0.86320 -3.69903
H 1.19254 0.60278 -5.12026
H 2.46273 -3.09904 -5.36414
H 3.60765 -1.85513 -5.77936
H 4.61654 -0.15515 -3.68661
H 2.47345 -2.55658 -2.29034
H 2.52349 -1.15624 -0.97868
H 0.40171 -0.35294 -1.97028
H -0.04472 -2.24965 -1.04383
O -3.08518 4.35665 2.20283
P -2.25219 3.54712 1.21488
O -1.15726 2.86510 2.26961
C -1.56408 2.29533 3.50909
C -1.83002 0.80823 3.37500
O -1.33187 4.77611 0.61091
C -1.76762 6.13083 0.72436
C -1.16859 6.78208 1.95737
O -1.59795 2.61656 -0.04727
C -1.76780 1.21438 -0.09044
C -3.22261 0.79402 -0.13217
H -2.44136 2.79439 3.92295
H -0.74331 2.45011 4.21367
H -2.66986 0.62417 2.69930
H -2.07130 0.36541 4.34283
H -0.95871 0.28842 2.96862
H -2.85520 6.19907 0.71368
H -1.40865 6.65679 -0.16509
H -1.31737 6.17210 2.85009
H -1.61219 7.76456 2.12857
H -0.08897 6.90349 1.83989
H -1.23150 0.74882 0.73789
H -1.27408 0.86520 -1.00366
H -3.79869 1.24739 0.67923
H -3.30712 -0.29179 -0.05591
H -3.68439 1.10973 -1.07017
O 1.17608 -3.37392 3.07009
P 1.42286 -4.09309 4.39596
O 0.11788 -3.52663 5.26491
C -1.18408 -3.47216 4.69314
C -1.98742 -4.72486 4.98723
O 2.60391 -3.10279 4.98799
C 3.35614 -2.26736 4.11388
C 2.74359 -0.87958 4.04420
O 1.84257 -5.12717 5.67177
C 1.05032 -6.24878 6.01801
C 0.89080 -7.23526 4.88002
H -1.14850 -3.29967 3.61597
H -1.68997 -2.61304 5.14125
H -1.52570 -5.60091 4.52423
H -3.00463 -4.63503 4.60188
H -2.04364 -4.90988 6.06182
H 3.46025 -2.71889 3.12670
H 4.36287 -2.19022 4.53437
H 1.67220 -0.92011 3.83795
H 3.22669 -0.28249 3.26714
H 2.85678 -0.36284 4.99981
H 0.08842 -5.91808 6.40889
H 1.55748 -6.74641 6.84855
H 0.52863 -6.74818 3.96883
H 0.18895 -8.02373 5.15683
H 1.85020 -7.69789 4.63830
*
```

Results of the Löwdin charge analysis, in e, for atoms 1 through 2:
1 C -0.072
2 C -0.251

=====

5.
DFT (wB97M-V/def2-TZVPD) results for a structure of composition C31H38BN6O2OsSSe at a distorted geometry.

- E_HOMO (alpha / beta) (hartree) = -0.587 / -0.591
- HOMO-LUMO gap (alpha / beta) (Ha) = 0.26804 / 0.19878

```
! RIJCOSX wB97M-V def2-TZVPD def2/J DEFGRID3
* xyz 3 5
Os 0.23640 -0.04100 0.24310
Se -0.08120 -7.62640 0.03720
N 1.20800 -6.44720 -0.03530
C 0.70810 -5.22860 -0.06760
C 1.48330 -4.02200 -0.13160
C 2.87990 -4.00420 -0.22580
C 3.52110 -2.78440 -0.33640
C 2.77510 -1.61130 -0.31630
N 1.44660 -1.60510 -0.17770
C 0.78970 -2.79330 -0.10070
C -0.64730 -2.75940 -0.01410
N -1.22130 -1.54260 0.06230
C -2.53860 -1.43520 0.03840
C -3.38020 -2.54490 -0.02410
C -2.82200 -3.80830 -0.03730
C -1.42630 -3.93530 -0.03340
C -0.72910 -5.18680 -0.03660
N -1.30060 -6.37240 0.01660
H 3.42030 -4.93910 -0.21970
H 4.59390 -2.73180 -0.44250
H 3.25880 -0.64830 -0.42610
H -2.94880 -0.43190 0.06870
H -4.44960 -2.40730 -0.05000
H -3.43180 -4.69900 -0.05830
C 3.81050 3.82440 1.23860
C 4.51940 2.49160 1.44490
C 3.60580 1.32990 1.83780
C 2.97300 1.44790 3.23110
N 1.79880 2.30020 3.23830
C 0.56410 1.90110 3.01440
S 0.18700 0.22650 2.71390
N -0.47340 2.73710 3.05430
C -0.41100 4.15420 3.36950
C 0.03870 5.01590 2.17440
C -1.83500 4.35120 0.52020
C -1.78860 3.46090 -1.83540
H 4.51570 4.54710 0.83760
H 3.42530 4.23080 2.17210
H 2.99730 3.71500 0.52430
H 5.29550 2.60890 2.20280
H 5.01970 2.22440 0.51270
H 4.20430 0.41960 1.83280
H 2.79920 1.21150 1.09410
H 3.69540 1.86460 3.93430
H 2.67750 0.45700 3.58130
H 1.96920 3.28020 3.43040
H -1.38600 2.30690 2.98530
H 0.26770 4.30430 4.21570
H -1.40380 4.46530 3.69960
H 0.76360 4.46630 1.57060
H 0.53930 5.90390 2.56180
H -2.69040 4.79130 0.00680
H -2.23210 3.63240 1.23850
H -1.25210 2.83720 -2.54760
H -1.91480 4.44880 -2.26770
H -2.76140 3.01520 -1.64870
C -2.16050 8.16450 1.91330
C -1.11180 8.04660 0.80790
C -1.57290 8.87690 -0.40290
C 0.20420 8.68460 1.35410
C -0.73820 6.64660 0.41430
C 0.09920 6.49140 -0.66830
C 0.76050 5.32560 -1.09400
C 0.36660 4.04410 -0.83530
O 1.19720 3.00190 -0.92810
B 0.55540 1.86240 -0.45670
O -0.73220 2.20230 -0.07940
C -1.01520 3.55490 -0.50760
C -1.14140 5.48500 1.29440
H -2.36390 9.21700 2.09370
H -1.82110 7.74230 2.85620
H -3.10020 7.70210 1.61710
H -1.87070 9.86450 -0.05950
H -2.42710 8.40660 -0.88480
H -0.79830 9.02410 -1.15010
H 0.00100 9.72660 1.58170
H 1.01370 8.63850 0.63340
H 0.51630 8.18580 2.26770
H 0.41840 7.38340 -1.18550
H 1.69180 5.45030 -1.63350
H -1.90590 5.85950 1.97970
*
```

Results of the Löwdin charge analysis, in e, for atoms 1 through 2:
1 Os 1.377
2 Se 1.291

=====

no.,DFT total energy (eV)
1,-568484.0642
2,-9918.4532
3,-23544.5972
4,-69124.6185
5,-125099.9897